{"formula": "CH3Br2P", "method": "ωB97M-V with the def2-TZVPD basis set", "total_charge": 0, "e_above_lowest_ev": 0.656, "homo_lumo_gap_ev": 9.426, "smiles": "CP(Br)Br", "energy_ev": -150460.067, "species": ["C", "P", "Br", "Br", "H", "H", "H"], "xyz": [[0.0564, 0.1665, 0.3634], [-0.3170, -0.1895, 2.1191], [-0.3369, 2.1650, 2.5026], [-2.3885, -0.6138, 2.1967], [0.1705, -0.8026, -0.1317], [1.0128, 0.5350, 0.0418], [-0.7075, 0.7913, -0.2400]], "nbo_charge": [-1.026, 0.730, -0.301, -0.156, 0.234, 0.266, 0.254]}